1.
Below is a cluster of 2 separate species, C5H8O2 in total in a non-equilibrium geometry, with properties calculated with the ωB97M-V functional and the def2-TZVPD basis.

```
15
Properties=species:S:1:pos:R:3:forces:R:3
C -1.3114 0.8804 0.6179 0.0 0.0 0.0
C 1.5428 0.1872 -0.2192 -0.7 1.7 -1.0
C -0.7348 -0.2049 -0.2193 0.3 -1.1 1.8
C 1.0352 -0.7936 0.6637 -1.6 -0.1 -0.8
C -1.3619 -1.0818 -0.9872 0.1 -0.1 0.1
O 0.7611 0.6151 -1.1159 1.8 0.0 0.2
O 2.6988 0.8170 0.0120 0.0 -0.3 -0.1
H 2.7609 1.5812 -0.5820 -0.1 -0.1 0.0
H -0.7197 1.7922 0.5386 0.0 0.0 0.0
H -1.3477 0.5859 1.6672 0.0 0.0 0.0
H -2.3228 1.1081 0.2707 0.1 0.0 0.0
H 0.8841 -1.7671 0.2214 0.3 -0.1 0.0
H 1.4074 -0.7921 1.6836 -0.2 0.0 0.0
H -0.8481 -1.8080 -1.5988 0.0 -0.2 0.1
H -2.4439 -1.1198 -0.9527 0.0 0.3 -0.3
```
Forces are in eV/Å.

Calculated values
- ΔE to the lowest compared entry with this formula, charge and spin: 90.4 kcal per mole
- Multiplicity: 1



2.
Below is a cluster of 2 separate species, C5H8O2 in total, with properties calculated with the ωB97M-V functional and the def2-TZVPD basis.

```
15
Properties=species:S:1:pos:R:3:forces:R:3
C -1.0229 -0.8904 -1.2492 0.0 0.0 0.0
C -0.0625 -0.5129 -0.1830 0.0 -0.2 0.1
O -1.4808 1.9393 0.1006 0.1 0.2 0.1
C 0.1170 -0.8033 1.1163 0.0 -0.2 -0.1
C 1.4825 -0.1146 1.1433 0.0 0.2 0.4
O 2.2993 -0.7067 0.1226 0.1 -0.2 0.0
C 1.2791 0.2272 -0.2547 0.0 0.2 -0.2
H -0.5724 -1.6649 -1.8797 -0.1 0.1 0.0
H -1.9513 -1.2799 -0.8241 0.1 0.0 -0.1
H -1.2604 -0.0279 -1.8765 0.0 -0.1 0.1
H -0.7281 2.5358 0.1790 -0.1 0.0 0.0
H -1.2488 1.2016 0.6815 -0.1 0.1 -0.1
H -0.3989 -1.4577 1.8120 0.1 0.1 -0.1
H 1.9805 0.4441 1.9286 -0.1 -0.1 -0.1
H 1.5677 1.1103 -0.8168 0.0 -0.2 0.1
```
Forces are in eV/Å.

Calculated values
- Structure (SMILES): CC1=C[C@H]2O[C@@H]12.O
- ΔE to the lowest compared entry with this formula, charge and spin: 83.6 kcal per mole
- Multiplicity: 1



3.
Below is the molecule C5H8O2 in a non-equilibrium geometry, with properties calculated with the ωB97M-V functional and the def2-TZVPD basis.

```
15
Properties=species:S:1:pos:R:3:forces:R:3
C -0.5594 -1.4788 0.7119 -0.3 -0.3 -0.6
C -0.1438 -0.2047 -0.0127 -0.2 0.1 -1.2
O -0.7017 -0.4810 -1.3879 0.7 1.2 0.0
C -0.8793 1.0676 0.4208 -0.1 -0.2 0.1
O -0.6267 2.1315 -0.4540 0.2 0.3 0.1
C 1.3010 0.0147 -0.1147 0.5 0.2 -0.3
C 2.4707 0.2301 -0.3080 -0.5 -0.1 0.1
H -1.3715 -1.3567 1.4439 0.3 0.1 -0.3
H 0.2504 -2.0987 1.1130 -0.2 0.3 -0.1
H -0.9326 -1.8212 -0.2870 -0.4 -1.6 1.9
H -0.0504 -0.8671 -1.9968 0.1 0.3 0.5
H -0.6432 1.3334 1.4660 0.1 -0.3 -0.2
H -1.9494 0.8464 0.3670 0.1 0.1 0.0
H 0.3299 2.2762 -0.4610 -0.2 0.1 -0.1
H 3.5060 0.4081 -0.5005 -0.2 0.0 0.1
```
Forces are in eV/Å.

Calculated values
- Structure (SMILES): C#C[C@](C)(O)CO
- ΔE to the lowest compared entry with this formula, charge and spin: 76.6 kcal per mole
- Multiplicity: 1



Number 1: orbital gap 8.299 eV. Number 2: orbital gap 10.165 eV. Number 3: orbital gap 11.123 eV.